{
  "formula": "C3H9N2",
  "method": "ωB97M-V/def2-TZVPD",
  "total_energy_ha": -228.93703,
  "smiles": "C/C(N)=C/[NH3+]",
  "de_lowest_ev": 1.355,
  "spin_multiplicity": 1,
  "lumo_energy_ha": -0.1383,
  "total_charge": 1,
  "homo_ev": -13.43,
  "homo_lumo_gap_ev": 9.67,
  "fmax_ha_per_bohr": 0.0468,
  "symbols": ["C", "C", "N", "C", "N", "H", "H", "H", "H", "H", "H", "H", "H", "H"],
  "coordinates": [[-1.215, 1.511, 0.138], [-0.238, 0.402, 0.163], [0.493, 0.300, 1.333], [-0.041, -0.440, -0.877], [0.853, -1.586, -0.834], [-1.982, 1.269, -0.603], [-0.887, 2.527, -0.056], [-1.620, 1.645, 1.151], [0.411, 1.017, 2.039], [1.451, 0.012, 1.232], [-0.925, -0.662, -1.463], [1.874, -1.543, -0.856], [0.577, -2.226, -1.583], [0.597, -2.156, -0.008]],
  "lowdin_charge": [-0.02, -0.37, 0.13, -0.10, 0.17, 0.10, 0.10, 0.10, 0.12, 0.10, 0.13, 0.18, 0.17, 0.18]
}